No. 1
The following is a quantum chemistry calculation of a 2-piece molecular cluster, C5H13NOS overall, from the Open Molecules 2025 dataset.

The geometry in XYZ format:
```
21
Properties=species:S:1:pos:R:3:nbo_charge:R:1
H -0.922 -1.031 2.048 0.22
H 1.758 2.274 -0.082 0.21
H -0.334 -2.956 0.182 0.13
S 0.461 -2.979 1.240 -0.05
H -0.876 1.056 1.151 0.32
O -0.854 -0.225 -1.798 -0.64
H 0.373 -0.403 -0.338 0.30
H -0.570 -1.645 -3.250 0.17
H 1.813 -0.247 0.736 0.21
C -1.402 -1.107 -2.796 -0.27
H -2.245 -1.710 -2.490 0.17
C 0.760 -0.267 0.652 -0.40
H 0.716 -0.926 2.616 0.24
N 0.735 1.575 2.277 -0.30
H -1.883 -0.405 -3.625 0.19
C 0.283 1.121 1.049 -0.13
C 0.101 -1.203 1.740 -0.50
C 0.667 2.029 -0.187 -0.64
H 0.489 1.547 -1.161 0.27
H 0.827 2.560 2.182 0.32
H 0.102 2.939 -0.146 0.21
```

The value obtained for the HOMO-LUMO gap is 3.51 eV. For the LUMO energy, the calculation gives -4.19 eV. For the HOMO energy, the calculation gives -7.7 eV. The calculation puts the relative energy (zero: lowest compared OMol25 entry of this formula, charge and spin) at 8.459 eV.

***

No. 2
The following is a quantum chemistry calculation of one molecule with the formula C5H13NOSi, from the Open Molecules 2025 dataset.

The geometry in XYZ format:
```
21
Properties=species:S:1:pos:R:3:nbo_charge:R:1
H -1.337 0.996 -0.835 0.39
H -2.781 2.277 0.318 0.20
C 0.676 -0.971 -2.224 -1.12
H -2.109 2.675 1.920 0.25
H 0.821 -2.884 0.014 0.23
H 0.025 -2.283 1.441 0.26
C -1.472 0.718 1.139 0.68
H 0.634 -2.040 -2.388 0.24
H 2.292 0.796 0.999 0.24
N -1.092 0.314 -0.110 -1.00
H -3.348 1.214 1.745 0.25
H 1.703 -1.721 1.055 0.24
O -0.934 0.217 2.108 -0.62
C -2.510 1.793 1.329 -0.71
H 2.901 0.370 -0.576 0.24
H 1.875 1.617 -0.543 0.23
C 1.998 0.683 -0.102 -1.12
H 1.573 -0.656 -2.745 0.24
C 0.739 -2.010 0.655 -1.11
H -0.152 -0.638 -2.807 0.23
Si 0.499 -0.469 -0.393 1.75
```

The value obtained for the HOMO-LUMO gap is 10.37 eV. For the LUMO energy, the calculation gives 0.71 eV. For the HOMO energy, the calculation gives -9.7 eV. Its SMILES is CC(=O)N[Si](C)(C)C. The calculation puts the relative energy (zero: lowest compared OMol25 entry of this formula, charge and spin) at 0.000 eV.

***

No. 3
The following is a quantum chemistry calculation of a 3-piece molecular cluster, C5H13NP overall, from the Open Molecules 2025 dataset.

The geometry in XYZ format:
```
20
Properties=species:S:1:pos:R:3:nbo_charge:R:1
C -3.166 -3.480 2.967 -0.38
H 0.503 1.212 -2.966 0.22
H -3.159 -4.456 3.613 0.21
H 2.504 3.146 0.421 -0.05
H 1.346 -1.011 -1.350 0.21
H 1.672 2.441 -3.489 0.24
N 1.883 1.260 -0.480 -0.78
H -2.769 -3.550 2.027 0.18
H -0.302 -0.162 -1.183 0.22
H -4.101 -2.207 4.273 0.19
H 0.482 2.949 -2.227 0.24
C 0.616 -0.624 -0.722 -0.12
C -3.630 -2.320 3.388 -0.37
C 2.314 1.622 -1.773 -0.25
H 0.576 -0.368 0.405 0.25
H 2.800 0.568 -2.202 0.22
P 1.929 1.851 0.979 0.98
H 3.077 2.421 -1.741 0.23
H -3.643 -1.404 2.701 0.18
C 1.066 2.109 -2.639 -0.62
```

The value obtained for the HOMO-LUMO gap is 6.15 eV. For the LUMO energy, the calculation gives -6.12 eV. The charge is +1. For the HOMO energy, the calculation gives -12.3 eV. The calculation puts the relative energy (zero: lowest compared OMol25 entry of this formula, charge and spin) at 5.873 eV.

***

No. 4
The following is a quantum chemistry calculation of one molecule with the formula C5H13NS, from the Open Molecules 2025 dataset.

The geometry in XYZ format:
```
20
Properties=species:S:1:pos:R:3:nbo_charge:R:1
C 1.103 1.817 -0.419 -0.43
H -0.037 -1.274 -2.367 0.14
H 2.442 0.332 1.341 0.19
C -1.715 -0.365 -0.169 -0.43
H -1.849 -0.001 -1.206 0.22
C 1.556 -0.214 0.718 -0.43
H -0.814 0.681 1.657 0.19
H 0.516 2.685 -0.065 0.19
C -0.970 -1.669 -0.015 -0.60
H -1.286 1.665 0.227 0.20
H 1.056 -0.882 1.616 0.19
H -0.413 -1.754 0.943 0.22
S -0.171 -2.227 -1.386 0.00
H 2.071 2.222 -0.102 0.21
H -1.773 -2.537 0.137 0.22
C -0.811 0.654 0.502 -0.21
H 2.074 -0.943 -0.061 0.22
H -2.746 -0.603 0.237 0.23
H 1.190 1.941 -1.538 0.19
N 0.578 0.473 -0.050 -0.51
```

The value obtained for the HOMO-LUMO gap is 9.26 eV. For the LUMO energy, the calculation gives 0.93 eV. For the HOMO energy, the calculation gives -8.3 eV. Its SMILES is CN(C)CCCS. The calculation puts the relative energy (zero: lowest compared OMol25 entry of this formula, charge and spin) at 3.359 eV.

***

No. 5
The following is a quantum chemistry calculation of one molecule with the formula C5H13NS, from the Open Molecules 2025 dataset.

The geometry in XYZ format:
```
20
Properties=species:S:1:pos:R:3:nbo_charge:R:1
C -0.615 -0.165 0.118 -0.05
C 1.689 0.724 -0.115 -0.21
H -1.741 -0.971 -1.548 0.22
C -1.365 1.164 0.363 -0.64
C 2.759 -0.141 0.522 -0.61
S -2.974 -1.592 0.482 -0.05
C -1.499 -1.230 -0.522 -0.51
H 1.369 1.470 0.616 0.17
H 2.332 -0.859 1.217 0.20
N 0.596 -0.054 -0.666 -0.64
H -0.920 -2.154 -0.510 0.23
H -2.094 1.032 1.152 0.23
H -1.929 1.414 -0.543 0.19
H -0.336 -0.548 1.109 0.18
H 3.332 -0.677 -0.231 0.21
H 3.444 0.507 1.076 0.20
H 0.383 0.203 -1.622 0.36
H -0.666 1.981 0.492 0.21
H -3.907 -1.369 -0.450 0.13
H 2.142 1.266 -0.940 0.19
```

The value obtained for the HOMO-LUMO gap is 9.68 eV. For the LUMO energy, the calculation gives 0.94 eV. For the HOMO energy, the calculation gives -8.7 eV. Its SMILES is CCN[C@@H](C)CS. The calculation puts the relative energy (zero: lowest compared OMol25 entry of this formula, charge and spin) at 0.365 eV.

***

No. 6
The following is a quantum chemistry calculation of one molecule with the formula C5H13NS, from the Open Molecules 2025 dataset.

The geometry in XYZ format:
```
20
Properties=species:S:1:pos:R:3:nbo_charge:R:1
H 2.929 -0.083 0.026 0.37
H 2.769 -0.529 2.133 0.20
N 2.030 0.202 0.363 -0.66
H -1.437 -1.469 1.374 0.14
H -1.155 1.017 -1.969 0.21
S -2.512 -0.720 1.075 -0.13
H 0.536 1.597 -0.017 0.18
H 1.318 -1.340 1.689 0.16
H 1.411 1.102 -1.393 0.20
H -1.790 -0.666 -1.962 0.21
C 0.970 0.703 -0.476 -0.22
H -0.009 -1.273 -0.208 0.21
C -1.320 0.119 -1.365 -0.41
H -1.778 1.322 0.342 0.22
C -2.271 0.564 -0.258 -0.47
H 0.517 -0.880 -1.783 0.21
H 1.235 0.363 2.290 0.19
C 0.030 -0.444 -0.909 -0.42
C 1.794 -0.348 1.680 -0.40
H -3.267 0.762 -0.632 0.24
```

The value obtained for the HOMO-LUMO gap is 9.14 eV. For the LUMO energy, the calculation gives 0.92 eV. For the HOMO energy, the calculation gives -8.2 eV. Its SMILES is CNCCCCS. The calculation puts the relative energy (zero: lowest compared OMol25 entry of this formula, charge and spin) at 1.229 eV.

***

No. 7
The following is a quantum chemistry calculation of one molecule with the formula C5H13NS, from the Open Molecules 2025 dataset.

The geometry in XYZ format:
```
20
Properties=species:S:1:pos:R:3:nbo_charge:R:1
H 2.928 0.425 0.071 0.19
C 2.312 1.108 -0.505 -0.42
H 0.107 -1.343 -2.729 0.22
H -1.524 -1.180 -2.057 0.22
H 0.602 -0.996 -0.421 0.18
H -0.668 1.354 1.955 0.22
H 1.208 1.095 -2.194 0.33
H -0.383 1.790 -0.269 0.20
H -0.644 0.027 -3.080 0.21
H -0.535 -1.874 1.580 0.11
N 1.520 0.383 -1.537 -0.60
H 1.747 1.729 0.191 0.17
C -0.319 0.487 1.373 -0.50
H 0.719 0.317 1.657 0.22
H 2.924 1.725 -1.165 0.21
C 0.225 -0.180 -1.029 -0.06
S -1.338 -0.910 2.022 -0.06
C -0.614 0.736 -0.144 -0.45
H -1.702 0.776 -0.269 0.23
C -0.592 -0.662 -2.219 -0.63
```

The value obtained for the HOMO-LUMO gap is 9.95 eV. For the LUMO energy, the calculation gives 0.97 eV. For the HOMO energy, the calculation gives -9.0 eV. Its SMILES is CN[C@H](C)CCS. The calculation puts the relative energy (zero: lowest compared OMol25 entry of this formula, charge and spin) at 0.992 eV.

***

No. 8
The following is a quantum chemistry calculation of one molecule with the formula C5H13NS, from the Open Molecules 2025 dataset.

The geometry in XYZ format:
```
20
Properties=species:S:1:pos:R:3:nbo_charge:R:1
H 0.556 -2.885 -2.241 0.22
H -1.503 1.645 1.636 0.22
N -0.674 -0.416 -0.203 -0.65
H 1.042 0.299 0.766 0.17
H -0.173 2.777 -0.305 0.21
H -1.220 -2.810 -1.804 0.21
C -0.562 1.126 1.783 -0.54
C -0.017 0.699 0.397 -0.04
C 0.050 -1.652 -0.515 -0.21
H 1.350 1.116 3.414 0.13
H 1.415 2.166 -0.306 0.23
H 1.140 -1.558 -0.407 0.18
H 0.376 1.616 -1.587 0.22
H -0.297 -1.545 -2.666 0.20
S 0.675 2.058 2.696 -0.06
H -1.243 -0.118 -0.991 0.36
H -0.827 0.284 2.450 0.24
H -0.221 -2.410 0.266 0.18
C 0.402 1.866 -0.538 -0.64
C -0.270 -2.258 -1.845 -0.63
```

The value obtained for the HOMO-LUMO gap is 9.43 eV. For the LUMO energy, the calculation gives 0.92 eV. For the HOMO energy, the calculation gives -8.5 eV. Its SMILES is CCN[C@@H](C)CS. The calculation puts the relative energy (zero: lowest compared OMol25 entry of this formula, charge and spin) at 1.139 eV.

***

No. 9
The following is a quantum chemistry calculation of one molecule with the formula C5H13NS, from the Open Molecules 2025 dataset.

The geometry in XYZ format:
```
20
Properties=species:S:1:pos:R:3:nbo_charge:R:1
N -0.673 -0.113 0.690 -0.43
H -2.070 1.343 0.048 0.17
H -1.086 1.060 2.475 0.16
H 2.361 -1.000 -0.136 0.22
H -0.005 -0.337 2.640 0.20
H 0.194 0.219 -1.795 0.20
H 2.745 -0.632 -1.819 0.21
H -1.846 -0.087 -1.056 0.20
H -2.727 -0.263 0.460 0.20
C 1.939 -0.781 -1.117 -0.50
H 1.239 0.795 0.986 0.20
C -1.912 0.260 -0.030 -0.42
C 1.008 0.438 -1.117 -0.41
H 0.143 1.823 0.273 0.16
C -0.888 0.032 2.126 -0.41
H 0.172 -1.853 -2.362 0.11
H 1.571 1.320 -1.415 0.21
S 1.124 -2.357 -1.568 -0.05
H -1.700 -0.605 2.444 0.20
C 0.411 0.740 0.273 -0.22
```

The value obtained for the HOMO-LUMO gap is 9.49 eV. For the LUMO energy, the calculation gives 1.05 eV. For the HOMO energy, the calculation gives -8.4 eV. Its SMILES is CN(C)CCCS. The calculation puts the relative energy (zero: lowest compared OMol25 entry of this formula, charge and spin) at 0.828 eV.

***

No. 10
The following is a quantum chemistry calculation of an isolated ion of composition C5H13NS and charge +1, from the Open Molecules 2025 dataset.

The geometry in XYZ format:
```
20
Properties=species:S:1:pos:R:3:nbo_charge:R:1
H 2.558 2.252 -0.156 0.22
N 1.240 -0.217 0.053 -0.65
H -2.895 -1.816 0.802 0.16
H 1.323 2.946 0.652 0.22
H -2.687 -0.290 -1.755 0.29
C -0.832 -1.329 -0.983 -0.49
C 0.287 -1.302 0.087 -0.21
C 2.065 2.074 0.740 -0.63
S -3.028 -0.489 0.651 0.66
H 0.733 0.685 1.914 0.21
H -0.167 -1.545 1.164 0.18
C 0.876 0.946 0.868 -0.19
H -1.421 0.691 -1.086 0.29
H 0.821 -2.212 -0.058 0.23
H -1.074 -2.332 -1.232 0.24
H 2.793 2.011 1.606 0.24
H -0.123 1.354 0.469 0.12
H 1.611 -0.048 -0.963 0.38
C -1.922 -0.296 -0.922 -0.51
H -0.157 -1.082 -1.852 0.25
```

The value obtained for the HOMO-LUMO gap (alpha / beta) is 8.08 / 3.08 eV. For the LUMO energy (alpha / beta), the calculation gives -4.15 / -9.11 eV. The charge is +1. For the HOMO energy (alpha / beta), the calculation gives -12.2 / -12.2 eV. As for the spin multiplicity: 2. The calculation puts the relative energy (zero: lowest compared OMol25 entry of this formula, charge and spin) at 2.907 eV. The expectation value of S² is 0.75.

***

Repeat the tenth record exactly.
The following is a quantum chemistry calculation of an isolated ion of composition C5H13NS and charge +1, from the Open Molecules 2025 dataset.

The geometry in XYZ format:
```
20
Properties=species:S:1:pos:R:3:nbo_charge:R:1
H 2.558 2.252 -0.156 0.22
N 1.240 -0.217 0.053 -0.65
H -2.895 -1.816 0.802 0.16
H 1.323 2.946 0.652 0.22
H -2.687 -0.290 -1.755 0.29
C -0.832 -1.329 -0.983 -0.49
C 0.287 -1.302 0.087 -0.21
C 2.065 2.074 0.740 -0.63
S -3.028 -0.489 0.651 0.66
H 0.733 0.685 1.914 0.21
H -0.167 -1.545 1.164 0.18
C 0.876 0.946 0.868 -0.19
H -1.421 0.691 -1.086 0.29
H 0.821 -2.212 -0.058 0.23
H -1.074 -2.332 -1.232 0.24
H 2.793 2.011 1.606 0.24
H -0.123 1.354 0.469 0.12
H 1.611 -0.048 -0.963 0.38
C -1.922 -0.296 -0.922 -0.51
H -0.157 -1.082 -1.852 0.25
```

The value obtained for the HOMO-LUMO gap (alpha / beta) is 8.08 / 3.08 eV. For the LUMO energy (alpha / beta), the calculation gives -4.15 / -9.11 eV. The charge is +1. For the HOMO energy (alpha / beta), the calculation gives -12.2 / -12.2 eV. As for the spin multiplicity: 2. The calculation puts the relative energy (zero: lowest compared OMol25 entry of this formula, charge and spin) at 2.907 eV. The expectation value of S² is 0.75.

***

Q: Look up the relative energy (zero: lowest compared OMol25 entry of this formula, charge and spin) of the eighth one.
A: 1.139 eV